{"formula": "H18NO7", "method": "ωB97M-V/def2-TZVPD", "e_lumo_ev": [-6.43, -14.94], "total_charge": 2, "total_energy_ev": -16094.820, "homo_energy_ev": [-18.18, -17.64], "multiplicity": 2, "e_above_lowest_kj_mol": 61.4, "gap_ev": [11.8, 2.7], "elements": ["N", "H", "H", "H", "H", "H", "H", "O", "H", "H", "O", "H", "H", "O", "H", "H", "O", "H", "H", "O", "H", "H", "O", "H", "H", "O"], "coordinates": [[-1.51037, 1.18061, -1.25832], [-1.38798, 1.71103, -0.38766], [-0.58206, 0.71888, -1.27040], [-2.30882, 0.51972, -1.04203], [-1.57001, 1.87765, -2.01411], [-1.00943, -2.01471, 1.99517], [-1.34134, -3.54237, 1.81904], [-1.39300, -2.66645, 1.40982], [1.29645, 1.90695, -2.32283], [0.79489, 2.36422, -3.71807], [0.51643, 1.94020, -2.89363], [-1.90612, -1.94281, -0.29075], [-3.05702, -2.16599, -1.20760], [-2.35999, -1.52917, -1.03962], [2.81773, -0.74711, 0.80608], [4.01422, -0.00940, 0.89477], [3.06267, 0.15203, 0.70192], [-0.89761, 2.61190, 1.17584], [-2.17805, 2.34019, 2.02617], [-1.72208, 2.09856, 1.19704], [1.77697, 2.48176, 0.39981], [1.16170, 1.13139, 0.66462], [1.00403, 1.95243, 0.18481], [1.98682, -3.98738, 0.93232], [2.59710, -3.31449, 2.04808], [2.19490, -3.06765, 1.18954]]}